Record 1
Molecular formula: C6H9Br
Method: DFT, wB97M-V/def2-TZVPD

Calculated values
SMILES: C#C[C@@](C)(Br)CC
E_tot: -76407.33818 eV
energy above the lowest of the compared OMol25 structures with the same formula, charge and spin: 54.5 kcal per mole
LUMO: 0.576 eV

Element x y z (Å)
C (-1.037, -0.363, 1.473)
Br (1.733, -0.622, 2.090)
C (0.379, -1.535, -0.270)
C (-0.087, 1.349, -1.431)
C (0.517, -2.405, -1.094)
H (0.181, 1.800, 0.733)
H (-1.153, 1.535, -1.378)
H (1.693, 1.313, -0.179)
C (0.316, -0.483, 0.644)
H (0.244, -3.224, -1.702)
H (-1.974, -0.168, 0.873)
H (0.488, 2.147, -2.044)
H (0.264, 0.477, -1.992)
H (-1.183, -1.274, 2.033)
C (0.541, 1.168, -0.080)
H (-0.922, 0.287, 2.326)

Cartesian forces (eV/Å) of the 3 atoms listed first:
0.1793 -0.8978 -0.7103
-0.4305 -0.0533 -0.8369
0.6426 -1.0397 -1.0301

***

Record 2
Molecular formula: C6H9BrOS
Method: DFT, wB97M-V/def2-TZVPD

Calculated values
E_tot: -89284.98917 eV
energy above the lowest of the compared OMol25 structures with the same formula, charge and spin: 29.6 kcal per mole
expectation value of S²: 2.009
spin multiplicity: 3
LUMO (alpha / beta): 0.705 / -1.978 eV

Element x y z (Å)
H (-0.174, 3.391, 0.885)
H (0.391, -1.750, 0.778)
C (0.863, -0.659, -1.035)
H (-0.099, -0.561, -1.722)
C (-0.100, 2.274, 1.201)
C (-1.004, 1.178, 0.615)
O (1.274, 0.574, -0.352)
H (1.963, -1.690, 0.173)
H (-2.473, 0.762, -1.875)
H (-3.088, 0.920, 1.378)
C (0.291, 1.104, 0.331)
C (-2.408, 0.778, 0.481)
Br (-2.530, -1.198, 0.372)
C (0.986, -1.872, -0.079)
S (-3.180, 1.395, -1.103)
H (0.742, -2.776, -0.589)
H (1.658, -0.718, -1.830)
H (0.397, 2.199, 2.250)

Cartesian forces (eV/Å) of the 3 atoms listed first:
-0.1030 -2.0485 0.1559
-0.9907 0.1111 1.0254
-0.1484 -0.0917 -2.6119

***

Record 3
Molecular formula: C6H9Cl15
Method: DFT, wB97M-V/def2-TZVPD

Calculated values
SMILES: ClC(Cl)Cl.ClC(Cl)Cl.ClC(Cl)Cl.ClCCl.ClCCl.ClCCl
E_tot: -194203.61912 eV
energy above the lowest of the compared OMol25 structures with the same formula, charge and spin: 14.7 kcal per mole
LUMO: 0.241 eV

Element x y z (Å)
Cl (2.501, 5.089, -3.851)
Cl (-0.527, 1.338, 4.600)
Cl (-4.013, -0.373, -2.078)
Cl (5.611, 0.864, 3.336)
H (3.669, 1.885, 4.183)
Cl (-3.168, -2.895, 2.210)
C (0.864, -0.542, -0.662)
Cl (0.399, 3.496, -5.221)
H (-2.751, -0.659, -4.125)
H (-1.776, -0.080, 3.196)
H (-1.768, 0.129, -2.999)
C (3.873, 0.949, 3.664)
Cl (-0.601, -1.619, 4.515)
C (1.706, 3.471, -4.056)
Cl (0.832, 0.737, -1.813)
Cl (-4.067, -4.042, -0.203)
C (-2.710, -3.944, 0.882)
H (-1.861, -3.611, 0.285)
Cl (2.876, 2.269, -4.581)
H (0.018, -0.116, 2.805)
Cl (-2.434, -5.512, 1.597)
H (1.496, -0.283, 0.188)
Cl (1.469, -1.997, -1.428)
C (-0.754, -0.112, 3.574)
H (3.501, 0.133, 4.284)
Cl (-0.789, -0.853, 0.015)
Cl (-3.136, 1.789, -4.077)
C (-2.794, 0.122, -3.366)
H (1.323, 3.243, -3.061)
Cl (3.014, 1.123, 2.190)

Cartesian forces (eV/Å) of the 3 atoms listed first:
-0.4143 -0.6864 -0.2548
0.0377 -0.3248 -0.2596
1.2340 0.5374 -1.1467

***

Record 4
Molecular formula: C6H9Cl15
Method: DFT, wB97M-V/def2-TZVPD

Calculated values
SMILES: ClC(Cl)Cl.ClC(Cl)Cl.ClC(Cl)Cl.ClCCl.ClCCl.ClCCl
E_tot: -194204.04606 eV
energy above the lowest of the compared OMol25 structures with the same formula, charge and spin: 4.8 kcal per mole
LUMO: 0.389 eV

Element x y z (Å)
C (19.829, -8.188, 9.223)
H (16.852, -8.915, 12.642)
Cl (16.740, -9.892, 3.955)
Cl (17.289, -2.560, 7.310)
H (16.169, -10.212, 11.621)
Cl (22.336, -11.727, 9.088)
Cl (24.602, -10.116, 10.090)
C (17.948, -8.738, 4.591)
Cl (21.320, -8.110, 10.134)
Cl (23.560, -12.377, 11.586)
C (15.947, -9.339, 12.225)
Cl (17.390, -7.096, 4.441)
C (23.158, -11.052, 10.513)
Cl (17.996, -6.318, 11.884)
Cl (18.206, -9.089, 6.327)
H (20.075, -8.369, 8.187)
Cl (15.103, -8.146, 11.271)
Cl (17.889, -5.329, 7.884)
H (22.508, -10.427, 11.111)
H (19.314, -7.270, 9.478)
C (19.197, -5.382, 12.787)
H (18.113, -4.196, 5.842)
Cl (19.314, -3.759, 12.087)
C (17.382, -4.164, 6.642)
H (18.752, -5.300, 13.771)
H (18.848, -8.950, 4.031)
Cl (14.947, -9.970, 13.547)
Cl (18.782, -9.513, 9.772)
H (16.405, -4.473, 6.287)
Cl (20.750, -6.161, 12.888)

Cartesian forces (eV/Å) of the 3 atoms listed first:
-0.2368 -0.0924 0.5356
-0.0457 0.0972 -0.0049
0.1559 0.2755 0.0271

***

Record 5
Molecular formula: C6H9Cl2O6V
Method: DFT, wB97M-V/def2-TZVPD

Calculated values
total charge: -3
E_tot: -69385.66579 eV
expectation value of S²: 3.754
spin multiplicity: 4
LUMO (alpha / beta): 7.657 / 7.622 eV

Element x y z (Å)
O (-1.712, -0.301, -0.990)
C (3.597, -0.859, -1.708)
H (3.901, -0.739, -2.748)
H (-4.486, 0.437, -1.786)
O (1.987, -0.022, 2.247)
O (2.143, 0.889, -1.000)
O (1.119, -0.890, -1.357)
C (-2.663, 0.412, -0.763)
Cl (0.534, 3.634, -0.064)
H (0.408, -1.900, 3.296)
C (-4.126, -0.007, -0.858)
C (0.166, -0.849, 3.457)
H (4.314, -0.263, -1.143)
C (0.780, -0.073, 2.334)
V (-0.028, 1.079, -0.739)
H (3.684, -1.884, -1.347)
C (2.198, -0.286, -1.336)
H (-0.911, -0.725, 3.343)
O (-2.252, 1.532, -0.418)
Cl (-0.405, 1.735, -3.137)
H (0.543, -0.394, 4.372)
O (0.103, 0.382, 1.383)
H (-4.173, -1.075, -1.074)
H (-4.722, 0.168, 0.038)

Cartesian forces (eV/Å) of the 3 atoms listed first:
0.7132 -6.4759 -1.9995
-0.2351 0.1967 0.9171
-0.4862 -0.2276 -0.2072

***

Record 6
Molecular formula: C6H9ClN2O
Method: DFT, wB97M-V/def2-TZVPD

Calculated values
SMILES: CC(C)=CC#N.O/N=C/Cl
E_tot: -23913.72197 eV
energy above the lowest of the compared OMol25 structures with the same formula, charge and spin: 76.8 kcal per mole
LUMO: 0.192 eV

Element x y z (Å)
H (0.468, 0.922, -2.300)
C (2.039, 2.028, -0.093)
N (2.882, 2.751, -0.348)
Cl (3.648, 0.185, 1.298)
H (0.812, 1.505, 1.464)
H (0.793, -2.569, 0.793)
H (-2.027, 0.693, 0.789)
H (-1.180, 0.614, -1.821)
N (2.500, -1.723, 0.072)
C (-0.102, 0.655, -0.095)
C (-1.165, -0.041, 0.661)
H (-0.121, -0.614, -1.832)
H (1.568, -0.764, 1.752)
H (-1.432, -1.028, 0.184)
C (2.366, -0.830, 0.961)
C (1.002, 1.247, 0.439)
O (1.421, -2.644, 0.003)
C (-0.211, 0.475, -1.529)
H (-0.818, -0.457, 1.649)

Cartesian forces (eV/Å) of the 3 atoms listed first:
-0.3318 0.3803 1.3497
-0.9813 -0.2086 -0.5014
1.0671 0.9184 -0.6534

***

Record 7
Molecular formula: C6H9ClN4O2
Method: DFT, wB97M-V/def2-TZVPD

Calculated values
E_tot: -28943.45545 eV
energy above the lowest of the compared OMol25 structures with the same formula, charge and spin: 52.8 kcal per mole
LUMO: -0.205 eV

Element x y z (Å)
H (0.027, 2.367, -2.339)
C (-0.664, 2.250, -1.428)
C (0.515, 0.153, -0.665)
H (0.370, -0.276, -1.698)
H (2.625, -1.880, 0.902)
C (1.678, -1.601, 0.412)
H (-1.699, 2.099, -1.848)
N (-0.110, 1.323, -0.393)
C (-0.556, 1.509, 0.962)
H (2.031, 0.387, 0.824)
C (-0.707, -1.671, 0.194)
H (-0.869, -2.296, -0.770)
N (-0.898, 0.324, 1.555)
H (-0.762, 3.249, -0.995)
N (0.427, -2.163, 0.910)
O (-2.544, -0.231, 0.133)
Cl (2.066, -2.539, -1.298)
H (0.577, -3.152, 0.979)
O (-0.306, 2.608, 1.499)
C (-1.508, -0.613, 0.541)
H (-1.340, 0.353, 2.427)
N (1.647, -0.201, 0.095)

Cartesian forces (eV/Å) of the 3 atoms listed first:
-0.7613 -0.4803 1.5986
0.2256 0.5808 -1.4989
-0.4263 -0.6006 -0.4029

***

Record 8
Molecular formula: C6H9ClO6Pd
Method: DFT, wB97M-V/def2-TZVPD

Calculated values
total charge: -2
E_tot: -34657.10190 eV
energy above the lowest of the compared OMol25 structures with the same formula, charge and spin: 9.9 kcal per mole
expectation value of S²: 2.004
spin multiplicity: 3
LUMO (alpha / beta): 5.888 / 5.883 eV

Element x y z (Å)
H (-1.514, -3.459, -1.740)
H (1.770, 3.468, -2.839)
H (-0.167, -1.387, 4.181)
C (0.351, -0.029, 2.729)
Pd (-0.224, 0.657, 0.120)
C (1.922, 2.399, -3.027)
O (0.176, 0.993, -2.253)
Cl (-0.942, 3.078, 0.201)
C (1.302, 1.506, -1.982)
H (-2.556, -3.359, -0.321)
H (1.515, -0.901, 4.335)
O (1.793, 1.360, -0.841)
O (-2.198, -0.449, -0.760)
H (3.023, 2.446, -2.992)
O (-0.814, 0.170, 2.291)
C (-2.197, -2.809, -1.194)
C (0.507, -0.526, 4.166)
H (1.602, 2.105, -4.024)
O (-0.349, -1.536, -0.347)
H (0.251, 0.258, 4.874)
C (-1.536, -1.517, -0.760)
O (1.354, 0.101, 1.989)
H (-3.070, -2.569, -1.803)

Cartesian forces (eV/Å) of the 3 atoms listed first:
0.0784 0.0703 -0.0071
-0.9932 -0.2027 0.0620
-0.1850 0.1785 0.6337

***

Record 9
Molecular formula: C6H9CsO3
Method: DFT, wB97M-V/def2-TZVPD

Calculated values
total charge: +2
E_tot: -13037.23085 eV
energy above the lowest of the compared OMol25 structures with the same formula, charge and spin: 0.0 kcal per mole
LUMO: -7.830 eV

Element x y z (Å)
Cs (3.425, 4.777, -0.387)
H (2.784, -0.219, 0.699)
H (-4.331, -2.777, 2.229)
O (3.107, 0.473, -2.341)
O (0.314, 1.237, -1.551)
C (-0.645, 2.310, -1.701)
H (-1.527, 2.027, -1.120)
C (2.641, -0.689, -0.287)
C (-1.745, -1.712, 0.853)
C (-3.369, -2.637, 2.723)
H (-3.315, -1.769, 3.383)
H (-2.921, -3.548, 3.120)
H (-0.894, 2.369, -2.764)
H (3.508, -1.313, -0.525)
C (2.438, 0.359, -1.328)
O (-2.443, -2.266, 1.575)
H (-0.217, 3.237, -1.306)
C (1.455, 1.455, -1.037)
H (1.735, -1.312, -0.236)

Cartesian forces (eV/Å) of the 3 atoms listed first:
0.0181 -0.1310 -0.0850
-0.0742 -0.1347 -0.2441
0.1774 -0.0095 0.1366

***

Record 10
Molecular formula: C6H9CsO6
Method: DFT, wB97M-V/def2-TZVPD

Calculated values
total charge: -2
E_tot: -19204.17268 eV
LUMO: 4.265 eV

Element x y z (Å)
H (8.902, 4.833, 20.043)
C (9.970, 4.819, 21.925)
O (15.155, 11.299, 19.810)
H (12.663, 3.276, 22.151)
H (8.183, 3.756, 21.269)
O (13.965, 4.086, 19.733)
C (15.235, 9.853, 21.710)
H (14.416, 3.597, 22.231)
O (10.782, 5.694, 21.509)
H (15.030, 8.790, 21.852)
H (13.804, 1.924, 22.167)
O (13.346, 1.929, 19.677)
H (16.186, 10.082, 22.194)
H (7.993, 5.497, 21.432)
O (10.089, 4.045, 22.887)
Cs (13.341, 6.861, 20.547)
C (13.649, 2.944, 21.809)
C (8.683, 4.712, 21.104)
C (13.660, 2.977, 20.269)
C (15.284, 10.116, 20.197)
H (14.449, 10.404, 22.232)
O (15.448, 9.092, 19.477)

Cartesian forces (eV/Å) of the 3 atoms listed first:
-0.0675 0.1204 0.0263
0.2508 0.0144 -0.3464
0.0663 -0.1286 0.3105

***

Record 11
Molecular formula: C6H9F2N3O6S
Method: DFT, wB97M-V/def2-TZVPD

Calculated values
E_tot: -39390.24317 eV
LUMO: -0.026 eV

Element x y z (Å)
O (-0.023, -2.929, -4.105)
F (-1.451, -3.184, -0.328)
O (2.120, 0.062, -1.297)
H (1.102, 0.379, 4.513)
H (0.799, -1.241, 1.378)
C (0.136, 2.186, -1.007)
C (1.082, 0.479, 2.421)
O (1.177, 1.201, 1.444)
C (-1.989, 2.406, 0.314)
H (1.083, 2.276, -0.476)
C (-0.943, 2.946, -0.305)
H (1.332, 1.941, 3.809)
O (-0.262, 0.807, -1.159)
C (-0.511, -3.677, -1.114)
N (0.225, -2.651, -1.812)
O (-0.304, -4.823, -1.232)
H (-1.942, 1.443, 0.809)
H (0.271, 2.637, -1.996)
F (-1.530, -1.722, -3.026)
H (-0.793, 4.023, -0.299)
O (0.141, -1.468, -1.007)
N (1.177, 0.957, 3.699)
H (-2.949, 2.911, 0.322)
C (-0.421, -2.460, -3.101)
H (0.788, -1.482, 3.092)
S (0.813, -0.150, -1.844)
N (0.871, -0.865, 2.307)

Cartesian forces (eV/Å) of the 3 atoms listed first:
-0.2367 0.0982 0.3431
-0.0739 0.1261 0.2367
-0.0251 0.1141 -0.0818

***

Record 12
Molecular formula: C6H9F3GdN2O2P
Method: DFT, wB97M-V/def2-TZVPD

Calculated values
total charge: +2
E_tot: -51687.14651 eV
expectation value of S²: 16.798
spin multiplicity: 8
LUMO (alpha / beta): -10.654 / -10.461 eV

Element x y z (Å)
N (0.354, 0.541, -0.002)
C (-1.464, -0.910, 0.812)
O (3.664, 1.775, -0.572)
C (-2.747, 0.353, -1.277)
H (-0.701, -1.666, 0.477)
N (1.332, -1.741, -1.284)
C (-0.635, 0.498, 1.039)
P (2.451, -1.157, -0.330)
O (1.993, 2.790, 0.372)
H (0.220, 1.322, -0.641)
F (-3.351, -1.882, -0.575)
H (1.691, -1.794, -2.238)
H (1.847, 0.301, 1.566)
C (2.498, 1.747, 0.064)
F (-3.692, 1.386, -0.964)
Gd (-3.362, 0.595, 1.433)
C (1.737, 0.439, 0.465)
C (-2.547, -0.791, -0.381)
H (-1.369, 1.387, 0.901)
H (3.646, -0.894, -1.051)
H (-1.999, -1.222, 1.785)
H (-0.234, 0.469, 2.077)
H (2.800, -2.028, 0.743)
F (-2.132, 0.484, -2.419)

Cartesian forces (eV/Å) of the 3 atoms listed first:
-0.1780 1.1705 1.5300
-0.2210 0.6147 -1.7360
-1.1833 -0.5969 0.6817

***

- Which value of E_tot does entry 6 give?
  -23913.72197 eV

***

- What is the E_tot in the tenth record?
  -19204.17268 eV